C5H9N2 | ωB97M-V with the def2-TZVPD basis set

Calculated values
Spin multiplicity ... 3
Energy relative to the best compared isomer or geometry (same formula, charge and spin) ... 119.0 kJ/mol
Total charge ... +1
Total energy ... -304.9798 Ha
HOMO (alpha / beta) ... -10.3120 / -14.4267 eV
LUMO energy (alpha / beta) ... -0.1165 / -0.2685 Ha
Orbital gap (alpha / beta) ... 7.1 / 7.1 eV

Last column: Mulliken charge in e.
Cartesian coordinates (Å):
C  0.10  1.01  1.10  -0.59
C  -0.96  1.37  0.34  -0.52
C  0.52  -0.39  0.76  0.78
C  1.33  -1.16  1.42  -1.00
C  -0.22  -0.64  -0.64  -0.25
N  0.53  -0.03  -1.80  -0.62
N  -1.43  0.26  -0.61  -0.17
H  0.66  1.55  1.88  0.43
H  -1.56  2.25  0.27  0.52
H  1.32  -2.26  1.22  0.29
H  1.75  -0.83  2.38  0.31
H  -0.36  -1.74  -0.75  0.50
H  1.15  -0.73  -2.31  0.29
H  1.03  0.81  -1.46  0.28
H  -2.39  -0.09  -0.23  0.38
H  -1.50  0.63  -1.55  0.36